Record 1
{"formula": "C26H31F2N3O11S2", "method": "ωB97M-V with the def2-TZVPD basis set", "charge": 0, "smiles": "CCCO[C@@H]([C@H](CC=O)OC(c1ccncc1)(S(=O)(=O)F)S(=O)(=O)F)N(CCC(=O)Nc1ccccc1)CC(=O)OC(C)=O", "lumo_energy_ha": -0.033, "homo_energy_ev": -8.39, "orbital_gap_ha": 0.275, "symbols": ["C", "C", "C", "O", "C", "C", "C", "C", "O", "O", "C", "C", "C", "C", "N", "C", "C", "S", "O", "O", "F", "S", "O", "O", "F", "N", "C", "C", "C", "O", "N", "C", "C", "C", "C", "C", "C", "C", "C", "O", "O", "C", "C", "O", "H", "H", "H", "H", "H", "H", "H", "H", "H", "H", "H", "H", "H", "H", "H", "H", "H", "H", "H", "H", "H", "H", "H", "H", "H", "H", "H", "H", "H", "H", "H"], "coordinates": [[3.0426, 0.6849, 3.8266], [2.7069, 2.0687, 3.0884], [1.1372, 2.0554, 2.8327], [0.8485, 0.9147, 2.0157], [-0.2531, 1.0670, 1.1504], [-1.6689, 0.9032, 1.8724], [-2.1047, 2.0993, 2.7863], [-2.3419, 3.4698, 2.0787], [-1.5748, 4.3763, 2.3287], [-1.5038, -0.2589, 2.7363], [-2.4593, -1.2376, 2.4985], [-2.2875, -1.9599, 1.1011], [-3.4269, -2.2114, 0.1971], [-3.1464, -2.9257, -1.0435], [-1.9518, -3.4092, -1.4683], [-0.9171, -3.1431, -0.6278], [-0.9688, -2.4518, 0.6532], [-2.0965, -2.5879, 3.7747], [-2.3635, -2.1417, 5.1245], [-0.6649, -2.8266, 3.6523], [-2.8843, -3.9297, 3.3536], [-4.2242, -0.7190, 2.8283], [-4.9915, -1.9610, 2.8045], [-4.3793, -0.1505, 4.1573], [-4.8340, 0.2239, 1.6382], [-0.1856, 2.2031, 0.2268], [1.1279, 2.4015, -0.4044], [1.8793, 1.1084, -0.8966], [2.6442, 1.3404, -2.2579], [2.2365, 2.0768, -3.1197], [3.9207, 0.6740, -2.5080], [3.7671, -0.7126, -2.8469], [2.5029, -1.3418, -3.2326], [2.5066, -2.7684, -3.5882], [3.7151, -3.5831, -3.5795], [4.9819, -2.9690, -3.1641], [4.9653, -1.5573, -2.8101], [-1.2702, 2.2476, -0.7530], [-1.2951, 1.0734, -1.8017], [-2.0382, 0.1429, -1.5736], [-0.5351, 1.0444, -2.9686], [-1.1117, 0.2111, -3.9685], [-1.9283, 0.9785, -5.0761], [-0.9680, -0.9662, -4.0146], [3.3147, -0.1173, 3.0992], [2.0814, 0.3445, 4.3132], [3.7722, 0.8172, 4.6626], [3.2551, 2.1838, 2.1213], [2.9550, 2.8735, 3.8339], [0.6787, 1.9380, 3.8586], [0.8613, 3.0486, 2.3980], [-0.2189, 0.1359, 0.4954], [-2.4716, 0.7260, 1.1107], [-3.0905, 1.8141, 3.2676], [-1.4206, 2.3003, 3.6548], [-3.1552, 3.6995, 1.3354], [-4.4668, -1.9017, 0.4305], [-4.0289, -3.1342, -1.7026], [0.0880, -3.5329, -0.9370], [-0.0592, -2.3135, 1.2759], [1.0433, 3.1545, -1.2380], [1.8008, 2.8993, 0.3543], [1.2063, 0.2229, -1.0852], [2.6685, 0.8078, -0.1521], [4.5974, 0.8264, -1.7592], [1.5618, -0.7513, -3.2614], [1.5584, -3.2610, -3.9043], [3.6652, -4.6538, -3.8857], [5.9380, -3.5432, -3.1313], [5.9418, -1.1121, -2.4924], [-2.2992, 2.3207, -0.3322], [-1.1177, 3.1966, -1.3484], [-1.1923, 1.6621, -5.5851], [-2.3080, 0.2237, -5.8023], [-2.7659, 1.5726, -4.6171]], "forces_ev_per_angstrom": [[-0.87, 0.40, -0.13], [-0.89, -1.30, 0.97], [1.84, 0.97, 1.23], [-0.84, 1.35, -0.60], [-0.80, -2.19, -1.16], [0.67, 1.43, 0.08], [-1.29, 0.07, 0.44], [1.57, 0.34, 0.32], [-0.77, -0.42, -0.15], [-1.28, -0.52, -0.16], [0.94, -0.59, -2.35], [-0.47, -0.97, -2.25], [2.66, -0.58, -0.08], [-0.67, 0.43, 0.93], [-0.32, 1.37, 2.18], [0.42, 0.38, 1.17], [-2.35, 0.19, -0.79], [3.77, 0.07, 3.54], [-1.79, -0.76, -1.93], [-2.14, -0.39, -1.53], [0.63, 2.11, 0.26], [-3.81, -2.73, 3.74], [1.36, 1.37, -1.66], [1.27, 1.35, -2.59], [1.35, -0.64, 1.24], [-0.44, 0.23, 0.09], [1.18, 0.43, 0.28], [0.97, -0.11, -0.59], [-0.07, 0.84, -0.11], [-0.16, -0.41, 0.73], [-1.12, -0.97, 0.35], [0.40, -2.56, -0.35], [1.92, -1.10, 0.05], [1.52, 0.69, 0.29], [0.17, 1.99, 0.62], [-2.37, 1.43, -0.19], [-0.59, -0.94, -0.33], [0.89, 1.22, -1.80], [-1.09, -1.54, 0.50], [0.28, 0.72, -0.07], [-0.77, 0.78, 0.79], [-1.28, -0.09, -1.66], [0.90, 0.11, 0.78], [0.58, 0.53, 0.57], [0.07, 0.66, 0.74], [1.03, 0.22, -0.42], [-0.28, -0.24, -1.00], [-0.31, 0.05, 0.88], [-0.29, -0.43, -1.10], [0.18, 0.14, -1.13], [-0.29, -1.02, 0.09], [0.10, 0.60, 0.97], [0.86, -0.06, 0.47], [0.93, 0.22, -0.53], [-0.43, -0.31, -1.17], [0.15, -0.78, 0.56], [1.03, -0.37, -0.28], [1.01, 0.23, 0.59], [-1.08, 0.43, 0.21], [-0.85, -0.16, -0.60], [-0.17, -0.97, 0.72], [-0.68, -0.55, -0.72], [0.66, 0.86, 0.29], [-1.02, 0.06, -0.56], [-0.28, -0.25, -0.19], [0.78, -0.64, -0.07], [0.79, 0.64, 0.35], [0.05, 1.08, 0.34], [-1.02, 0.59, -0.02], [-1.05, -0.25, -0.33], [0.92, -0.44, -0.16], [-0.17, -0.87, 0.68], [-0.90, -0.49, 0.47], [0.28, 0.63, 0.71], [0.89, -0.53, -0.48]]}

---

Record 2
{"formula": "C3H4ClF3", "method": "ωB97M-V with the def2-TZVPD basis set", "charge": 0, "relative_energy_kcal_mol": 59.8, "lumo_energy_ha": [0.008, 0.021], "homo_energy_ev": [-8.30, -8.57], "orbital_gap_ha": [0.313, 0.335], "symbols": ["C", "C", "C", "F", "F", "F", "Cl", "H", "H", "H", "H"], "coordinates": [[-1.7213, 0.0267, 0.5186], [2.0126, 0.6154, -0.5585], [-0.5582, -0.6936, -0.0352], [1.6901, 1.8349, -0.0800], [0.0171, -1.6403, 0.7112], [-0.6386, -1.1331, -1.3012], [3.1106, -0.2419, 0.4065], [-2.1876, -0.5825, 1.2967], [-1.4329, 0.9827, 0.9557], [-2.4322, 0.2126, -0.2848], [2.1403, 0.6191, -1.6291]], "forces_ev_per_angstrom": [[-0.22, -0.09, 0.09], [-0.80, 0.44, 0.37], [1.38, 0.08, -0.60], [0.18, -0.27, -0.05], [-0.34, 0.09, 0.09], [-0.33, -0.03, 0.22], [0.08, -0.05, -0.02], [-0.08, 0.04, -0.02], [0.06, -0.05, 0.00], [-0.02, 0.01, 0.04], [0.09, -0.18, -0.12]]}

---

Record 3
{"formula": "C2H2NO3S", "method": "ωB97M-V with the def2-TZVPD basis set", "charge": -1, "relative_energy_kcal_mol": 30.1, "lumo_energy_ha": 0.150, "homo_energy_ev": -5.70, "orbital_gap_ha": 0.360, "symbols": ["C", "C", "N", "O", "O", "O", "S", "H", "H"], "coordinates": [[2.9538, 0.2836, -0.4376], [0.4432, 0.4849, 0.1775], [1.7933, 0.2667, -0.2214], [-1.2107, -1.6153, 0.9062], [-1.2601, -1.0879, -1.5810], [-2.0802, 0.5014, 0.1370], [-1.2308, -0.6212, -0.1958], [0.2984, 1.5722, 0.0040], [0.2930, 0.2155, 1.2112]], "forces_ev_per_angstrom": [[-1.91, -0.21, 0.18], [-0.87, -0.23, -0.26], [1.66, -0.42, -0.17], [0.39, 0.65, -1.88], [0.10, 0.02, 1.20], [-0.79, 0.20, -0.34], [1.47, 0.52, 0.72], [-0.68, -0.93, 0.00], [0.63, 0.41, 0.56]]}

---

Record 4
{"formula": "C5H4N2", "method": "ωB97M-V with the def2-TZVPD basis set", "charge": 0, "smiles": "C#Cc1cn[nH]c1", "relative_energy_kcal_mol": 48.4, "lumo_energy_ha": 0.035, "homo_energy_ev": -8.96, "orbital_gap_ha": 0.364, "symbols": ["C", "C", "C", "C", "N", "N", "C", "H", "H", "H", "H"], "coordinates": [[-0.4190, 0.4964, -2.7258], [-0.3838, 0.1149, -1.5836], [-0.2134, -0.1834, -0.2024], [-0.3139, 0.7466, 0.8018], [0.1917, 0.1768, 1.9188], [0.6335, -1.0830, 1.7047], [0.3567, -1.3227, 0.4407], [-0.4405, 0.8461, -3.7329], [-0.7127, 1.7506, 0.8180], [0.7198, 0.7464, 2.5527], [0.5816, -2.2886, 0.0078]], "forces_ev_per_angstrom": [[-0.05, -0.19, 0.37], [-0.14, 0.09, -0.54], [0.02, 0.08, 0.05], [0.07, -0.01, -0.08], [0.13, 0.20, -0.17], [0.03, 0.05, -0.33], [0.06, -0.05, -0.07], [-0.04, -0.11, 0.11], [0.21, -0.06, -0.15], [-0.25, -0.14, 0.77], [-0.03, 0.14, 0.03]]}

---

Record 5
{"formula": "C4H10NOS", "method": "ωB97M-V with the def2-TZVPD basis set", "charge": 1, "smiles": "C[C@@]1(CO)S[C@H]1[NH3+]", "relative_energy_kcal_mol": 80.0, "lumo_energy_ha": -0.131, "homo_energy_ev": -13.49, "orbital_gap_ha": 0.365, "symbols": ["C", "C", "C", "C", "N", "O", "S", "H", "H", "H", "H", "H", "H", "H", "H", "H", "H"], "coordinates": [[-1.0168, -0.1458, -0.9731], [-0.0987, -0.5428, 0.1761], [0.0514, 0.1875, 1.5319], [1.2382, -1.5370, -0.1317], [-1.6568, 1.1959, -0.6774], [1.9860, -0.6630, -0.9490], [-1.7367, -1.4107, 0.0788], [-0.6777, -0.5226, -1.9011], [0.7228, 1.0632, 1.3272], [0.6808, -0.3286, 2.2594], [-0.9941, 0.4333, 1.9157], [1.0400, -2.3391, -0.7915], [1.6587, -1.7458, 0.7476], [-2.6991, 1.0102, -0.8257], [-1.2129, 1.7745, -1.3781], [-1.5383, 1.2655, 0.2736], [2.7842, -1.2214, -1.0311]], "forces_ev_per_angstrom": [[0.99, -1.18, 3.93], [1.08, -3.44, 0.87], [-0.07, 1.60, -1.49], [-4.67, 4.46, -3.60], [-2.10, -3.32, -4.77], [1.84, -0.61, 0.40], [0.09, -0.21, -0.40], [-0.17, 0.86, -1.45], [-0.96, -0.07, 0.30], [-0.72, -0.60, -0.08], [1.71, -0.05, 0.03], [-0.99, -1.46, 0.17], [1.66, -1.04, 3.48], [1.55, 1.00, -0.13], [-0.21, 1.50, 0.53], [0.80, 1.44, 2.88], [0.18, 1.13, -0.68]]}

---

Record 6
{"formula": "C4H8NO2", "method": "ωB97M-V with the def2-TZVPD basis set", "charge": -1, "smiles": "CCNCC(=O)[O-]", "relative_energy_kcal_mol": 38.5, "lumo_energy_ha": 0.138, "homo_energy_ev": -3.93, "orbital_gap_ha": 0.283, "symbols": ["C", "C", "N", "C", "C", "O", "O", "H", "H", "H", "H", "H", "H", "H", "H"], "coordinates": [[-0.1191, 0.3525, 2.1833], [-0.7881, 0.0800, 0.8472], [0.1459, -0.6861, -0.0172], [-0.2545, -0.5079, -1.4428], [0.9685, 0.0517, -2.3536], [2.1184, -0.0863, -1.8485], [0.6535, 0.8056, -3.3045], [0.6669, -0.4311, 2.5437], [-0.5911, 0.1935, 3.0862], [0.5636, 1.2553, 2.3006], [-1.7601, -0.5195, 0.9655], [-0.9990, 1.0196, 0.4821], [1.0988, -0.2409, 0.0251], [-1.1146, 0.2057, -1.5459], [-0.5892, -1.4923, -1.9211]], "forces_ev_per_angstrom": [[4.23, -0.96, 0.71], [0.73, -3.04, 1.42], [-0.06, 1.22, -0.60], [0.20, -0.78, -1.24], [0.00, 1.84, 1.48], [-0.75, -0.60, -0.32], [-0.24, -1.12, -0.02], [-0.75, 0.51, -1.74], [-2.46, 0.62, 1.72], [-1.33, -0.58, -0.63], [1.28, 0.86, -0.08], [-0.88, 2.12, -1.36], [-1.05, -0.64, -0.09], [0.77, -0.51, 0.02], [0.32, 1.06, 0.74]]}